1.
Entry from the OMol25 dataset: a molecular structure, C3H2F2O2 in a non-equilibrium geometry (wB97M-V/def2-TZVPD).

Computed properties:
frontier orbital gap: 12.1480 eV
multiplicity: 1
relative energy (zero: lowest compared OMol25 entry of this formula, charge and spin): 1.000 eV
maximum force: 3.7 eV Å⁻¹

```
9
Properties=species:S:1:pos:R:3:forces:R:3:nbo_charge:R:1
C 0.70563 0.93981 1.33670 -0.2 0.1 -1.2 0.7593
C 0.11111 0.71845 -0.11603 -2.8 1.1 2.1 0.0673
C -0.00116 -0.72188 0.37143 -2.1 -0.9 -0.7 0.4126
O 1.08923 1.77204 2.07207 0.0 0.3 -0.2 -0.4883
O 0.56659 -0.38274 1.59215 0.1 -1.1 1.7 -0.4681
F -1.10294 1.45492 -0.28612 1.8 -1.2 0.0 -0.3333
F 0.81590 -1.53332 -0.30576 1.6 -0.6 -0.9 -0.3369
H 0.72259 0.73809 -0.95136 1.2 0.8 -1.7 0.2031
H -0.94306 -1.35668 0.34287 0.5 1.6 0.9 0.1844
```
Forces are in eV/Å.

2.
Entry from the OMol25 dataset: 2 unconnected molecules or ions with the total composition C3H2F2O2 in a non-equilibrium geometry (wB97M-V/def2-TZVPD).

Computed properties:
frontier orbital gap: 10.5893 eV
multiplicity: 1
relative energy (zero: lowest compared OMol25 entry of this formula, charge and spin): 0.270 eV
SMILES: F/C=C/F.O=C=O
maximum force: 1.8 eV Å⁻¹

```
9
Properties=species:S:1:pos:R:3:forces:R:3:nbo_charge:R:1
C -2.25834 -0.24624 0.07561 0.1 -0.1 0.1 1.0213
C 1.44734 -0.36272 0.27576 -0.1 0.4 0.0 0.1575
C 0.80405 0.61203 -0.33866 0.3 -0.3 -0.1 0.1284
O -2.79426 0.21312 -0.82380 -0.9 0.7 -1.5 -0.5124
O -1.70858 -0.70250 0.96863 0.7 -0.7 1.4 -0.5098
F 1.64847 -1.52223 -0.35345 0.0 -0.4 -0.2 -0.3214
F 0.59401 1.78709 0.26300 -0.1 0.2 0.2 -0.3227
H 1.84493 -0.33996 1.27866 0.0 0.1 0.1 0.1810
H 0.42238 0.56141 -1.34574 0.0 -0.1 -0.1 0.1781
```
Forces are in eV/Å.